This record from OMol25 describes 17 unconnected molecules or ions with the total composition C97H174B7F28N14O6 at a distorted geometry. The level of theory is the ωB97M-V functional and the def2-TZVPD basis.

Calculated values
E_HOMO: -19.79 eV
Frontier orbital gap: 5.6 eV
Total energy: -7987.3209 hartree
Molecular weight: 2240.18 g mol⁻¹

Structure (ORCA input):
```
! wB97M-V def2-TZVPD RIJCOSX def2/J DEFGRID3
* xyz 7 1
C 19.62783 -30.28943 -17.25694
N 18.68922 -29.50207 -16.31169
C 19.14464 -28.99553 -15.11244
C 18.35123 -28.25386 -14.26245
C 17.07968 -27.85097 -14.68273
C 16.61773 -28.31973 -15.99682
C 17.46258 -29.18806 -16.77108
C 16.26106 -26.94775 -13.89749
C 14.87615 -27.23118 -13.75133
C 14.05312 -26.34953 -13.04168
N 14.52728 -25.19833 -12.55818
C 15.84585 -24.88107 -12.65587
C 16.72663 -25.77660 -13.32775
C 13.56159 -24.21382 -12.09957
H 20.27679 -29.55556 -17.73482
H 19.01851 -30.89953 -17.92374
H 20.34316 -30.86525 -16.66972
H 20.08499 -29.40451 -14.77354
H 18.70579 -27.99256 -13.27634
H 15.58438 -28.04808 -16.15432
H 17.17406 -29.58758 -17.73208
H 14.43295 -28.03245 -14.32399
H 12.97982 -26.42214 -12.94603
H 16.23274 -23.95465 -12.25779
H 17.76082 -25.46549 -13.33599
H 14.09313 -23.42578 -11.56612
H 12.67473 -24.65064 -11.64049
H 13.24191 -23.71457 -13.01426
C 22.57694 -31.12778 -20.05117
N 21.83138 -32.42366 -19.68923
C 22.51276 -33.37989 -19.09309
C 21.88860 -34.61852 -18.85192
C 20.62271 -34.84742 -19.29718
C 19.92932 -33.79985 -19.91963
C 20.59768 -32.59879 -20.19205
C 20.00685 -36.20345 -19.10039
C 18.68821 -36.29992 -18.82216
C 18.05216 -37.51881 -18.68697
N 18.84129 -38.65814 -18.78020
C 20.15355 -38.62108 -19.02872
C 20.70562 -37.37467 -19.24833
C 18.28106 -39.98790 -18.63014
H 23.61808 -31.32577 -20.30595
H 22.30807 -30.40871 -19.27737
H 22.13937 -30.75176 -20.97596
H 23.53789 -33.18306 -18.81606
H 22.46288 -35.40561 -18.38598
H 18.90689 -33.90698 -20.25062
H 20.06147 -31.84745 -20.75274
H 18.07797 -35.40897 -18.80697
H 16.99283 -37.69745 -18.57602
H 20.62303 -39.58207 -19.17876
H 21.75864 -37.48228 -19.46269
H 18.21627 -40.53576 -19.57022
H 17.23879 -39.95631 -18.31271
H 18.85790 -40.52712 -17.87875
C 16.02814 -30.28396 -11.45334
N 15.98158 -29.07350 -10.66271
C 14.78972 -28.63172 -10.14064
C 14.71944 -27.36290 -9.50875
C 15.85940 -26.51991 -9.43519
C 17.09427 -27.07565 -9.90987
C 17.13231 -28.37119 -10.48219
C 15.75764 -25.15961 -8.83655
C 14.54552 -24.50538 -8.73444
C 14.44614 -23.14820 -8.39471
N 15.55988 -22.42592 -8.11242
C 16.73274 -23.10313 -8.05631
C 16.86704 -24.43308 -8.46335
C 15.56241 -20.96411 -7.82608
H 15.05042 -30.50949 -11.87913
H 16.51015 -31.06784 -10.86914
H 16.61759 -30.00961 -12.32820
H 13.96500 -29.32866 -10.16396
H 13.72834 -27.17157 -9.12470
H 18.02567 -26.53126 -9.85938
H 18.02997 -28.74861 -10.94925
H 13.64959 -25.02643 -9.03808
H 13.52983 -22.57686 -8.41394
H 17.57382 -22.47685 -7.79792
H 17.87824 -24.79234 -8.58499
H 15.92651 -20.37935 -8.67083
H 16.17615 -20.73381 -6.95524
H 14.55582 -20.56836 -7.69092
C 22.79047 -24.81158 -5.96300
N 22.99296 -25.81832 -7.02469
C 24.24932 -26.29456 -7.33460
C 24.43175 -27.20851 -8.38971
C 23.30049 -27.64989 -9.15310
C 22.04950 -27.11121 -8.75398
C 21.90892 -26.15269 -7.72007
C 23.49201 -28.62199 -10.27383
C 22.59844 -28.64623 -11.39377
C 22.68277 -29.70462 -12.37102
N 23.60496 -30.66928 -12.26445
C 24.52314 -30.67866 -11.25935
C 24.45986 -29.68027 -10.25428
C 23.71716 -31.72649 -13.33691
H 23.46063 -25.12959 -5.16434
H 21.75859 -24.87363 -5.61736
H 23.06546 -23.79876 -6.25742
H 25.14237 -25.99205 -6.80796
H 25.39629 -27.63978 -8.61344
H 21.23249 -27.35290 -9.41767
H 20.98590 -25.68480 -7.41102
H 21.73185 -28.01738 -11.53515
H 21.91196 -29.86084 -13.11118
H 25.18852 -31.52268 -11.36558
H 25.13263 -29.84051 -9.42476
H 24.72634 -31.88832 -13.71569
H 23.12871 -31.35200 -14.17452
H 23.33241 -32.59762 -12.80663
C 14.94050 -32.37749 -18.55747
C 15.31045 -33.44021 -17.45305
C 16.88863 -33.22540 -17.00021
C 17.22041 -33.85726 -15.69510
C 16.33139 -33.22329 -14.61655
C 14.80838 -33.41327 -14.84314
N 14.44287 -33.09753 -16.28805
O 13.00317 -33.07534 -16.46942
C 14.08838 -32.37873 -13.87114
C 14.45563 -34.86602 -14.53680
C 15.10464 -34.93820 -17.89721
H 13.95177 -32.56808 -18.97482
H 15.64091 -32.40849 -19.39209
H 14.95914 -31.35890 -18.16991
H 17.17743 -32.17896 -17.09853
H 17.55992 -33.64693 -17.74839
H 18.27969 -33.65341 -15.53860
H 17.10044 -34.93597 -15.79549
H 16.65089 -32.18678 -14.50855
H 16.52102 -33.71374 -13.66178
H 14.33729 -32.59536 -12.83228
H 13.05569 -32.05117 -13.99097
H 14.56938 -31.41559 -14.04176
H 15.01113 -35.63485 -15.07384
H 13.45725 -35.24341 -14.75798
H 14.47218 -34.96866 -13.45178
H 14.02224 -35.06594 -17.91041
H 15.39543 -35.67441 -17.14786
H 15.64272 -35.16749 -18.81700
C 20.62879 -26.12256 -17.36948
C 22.11704 -25.93548 -17.07056
N 22.54030 -25.49012 -15.63589
C 21.94701 -26.55180 -14.64407
C 24.08921 -25.36896 -15.56495
C 24.81088 -26.66982 -15.51416
C 21.85830 -24.14074 -15.16428
C 21.78653 -23.04192 -16.29043
O 23.11151 -22.61836 -16.75325
C 23.05518 -21.40339 -17.39428
H 20.03639 -25.22098 -17.21360
H 20.15382 -26.81857 -16.67806
H 20.35606 -26.49408 -18.35725
H 22.59400 -25.16557 -17.67706
H 22.58377 -26.91584 -17.16626
H 22.49031 -27.46481 -14.88768
H 20.86244 -26.45050 -14.60470
H 22.35518 -26.28935 -13.66806
H 24.26582 -24.81520 -14.64286
H 24.52322 -24.87435 -16.43391
H 25.87420 -26.43018 -15.50983
H 24.69992 -27.29833 -16.39777
H 24.54130 -27.39626 -14.74754
H 22.48536 -23.76769 -14.35451
H 20.85614 -24.31481 -14.77253
H 21.25971 -22.22083 -15.80425
H 21.08793 -23.33568 -17.07385
H 22.26569 -21.24205 -18.12828
H 24.05194 -21.37630 -17.83456
H 22.87342 -20.76506 -16.52965
C 12.28051 -24.23408 -19.41272
C 13.80754 -23.86800 -19.14301
N 14.58212 -25.02841 -18.38039
C 14.63228 -26.29153 -19.30075
C 16.04691 -24.51402 -18.22255
C 16.90073 -24.98004 -17.08630
C 13.90000 -25.40408 -17.02462
C 13.60154 -24.18000 -16.03168
O 14.55823 -23.22056 -16.09202
C 14.49526 -22.18400 -15.05868
H 11.73328 -24.47236 -18.50065
H 12.18160 -25.07220 -20.10255
H 11.78151 -23.39215 -19.89257
H 13.87821 -22.89872 -18.64944
H 14.41498 -23.73870 -20.03878
H 14.81434 -26.00656 -20.33696
H 13.80405 -26.99171 -19.19176
H 15.58196 -26.72212 -18.98324
H 16.04138 -23.43950 -18.03962
H 16.56897 -24.64616 -19.17023
H 16.52928 -24.91874 -16.06338
H 17.83680 -24.42181 -17.07065
H 17.20304 -26.01753 -17.22894
H 14.52189 -26.13771 -16.51165
H 12.96480 -25.91533 -17.25291
H 13.65180 -24.64994 -15.04948
H 12.56210 -23.91862 -16.23003
H 14.82453 -21.18982 -15.36083
H 15.14292 -22.53941 -14.25723
H 13.48791 -22.13256 -14.64554
C 6.22994 -26.52017 -14.36603
C 7.55683 -26.06241 -13.81512
N 8.82423 -26.36583 -14.65937
C 9.08339 -27.90565 -14.54764
C 8.55365 -26.01712 -16.17346
C 9.75649 -26.05813 -17.08134
C 9.99356 -25.62091 -14.01212
C 9.84304 -24.10417 -13.73616
O 9.70396 -23.53376 -14.98124
C 9.76963 -22.12961 -14.99269
H 5.43704 -25.97565 -13.85328
H 5.99790 -27.57912 -14.25255
H 6.08331 -26.25310 -15.41258
H 7.71698 -26.48842 -12.82467
H 7.49945 -24.97453 -13.77886
H 10.05010 -28.11817 -15.00415
H 8.20506 -28.28227 -15.07188
H 8.97904 -28.14723 -13.48988
H 8.01897 -25.06855 -16.22296
H 7.75830 -26.67395 -16.52571
H 9.58493 -25.70677 -18.09880
H 10.04478 -27.10766 -17.14047
H 10.62473 -25.50440 -16.72408
H 10.88489 -25.89961 -14.57422
H 10.08317 -26.16624 -13.07261
H 10.74855 -23.73276 -13.25635
H 9.13417 -23.81124 -12.96169
H 8.99387 -21.61464 -14.42603
H 9.62535 -21.88099 -16.04411
H 10.66577 -21.70849 -14.53698
C 19.67612 -19.56439 -16.12654
C 19.90153 -19.61074 -14.56561
N 18.61581 -19.49840 -13.56744
C 17.90574 -18.15744 -13.81675
C 17.68756 -20.68963 -13.96997
C 18.20267 -22.09335 -13.55915
C 19.06002 -19.61810 -12.08489
C 19.51791 -18.31833 -11.43816
O 20.64191 -17.85425 -12.18447
C 21.49166 -16.99761 -11.52264
H 20.68251 -19.46836 -16.53402
H 19.08870 -18.68363 -16.38595
H 19.21058 -20.48315 -16.48327
H 20.40850 -18.70086 -14.24439
H 20.52440 -20.42274 -14.19044
H 17.09034 -18.07198 -13.09847
H 17.56203 -17.96224 -14.83255
H 18.64321 -17.38353 -13.60391
H 17.31039 -20.38297 -14.94557
H 16.77284 -20.53695 -13.39717
H 19.08813 -22.41709 -14.10620
H 17.51846 -22.89604 -13.83419
H 18.57328 -22.10787 -12.53419
H 19.89029 -20.32388 -12.06030
H 18.24920 -20.13123 -11.56780
H 19.81663 -18.50036 -10.40582
H 18.70544 -17.60438 -11.30299
H 21.68404 -17.09031 -10.45376
H 21.17561 -15.96007 -11.63089
H 22.45520 -16.98653 -12.03211
C 10.66056 -24.30065 -9.59898
C 9.73834 -23.38515 -8.78497
N 8.53853 -24.19923 -8.10765
C 9.06514 -25.17111 -6.91209
C 7.66688 -23.13084 -7.32643
C 8.33813 -22.38411 -6.26317
C 7.60054 -24.95995 -9.08613
C 6.77578 -24.17429 -9.99157
O 7.41716 -23.17404 -10.77078
C 6.41880 -22.38255 -11.38962
H 11.51926 -23.74768 -9.97974
H 10.21864 -24.70627 -10.50908
H 11.08080 -25.10449 -8.99456
H 9.21960 -22.57264 -9.29374
H 10.23289 -22.93208 -7.92576
H 9.39126 -26.14351 -7.28114
H 8.21523 -25.25069 -6.23428
H 9.96038 -24.69934 -6.50703
H 6.80521 -23.67620 -6.94143
H 7.26036 -22.46805 -8.09033
H 8.87139 -22.96041 -5.50713
H 7.56838 -21.82089 -5.73554
H 9.06789 -21.75705 -6.77536
H 7.06846 -25.60420 -8.38618
H 8.30901 -25.60063 -9.61119
H 5.98772 -23.80225 -9.33685
H 6.25269 -24.86532 -10.65261
H 5.75873 -21.89655 -10.67115
H 5.85863 -22.97724 -12.11118
H 6.94479 -21.57176 -11.89366
B 12.86356 -29.57441 -16.84656
F 13.92145 -28.99324 -17.46383
F 13.35894 -29.98747 -15.63418
F 11.97274 -28.58205 -16.57877
F 12.36304 -30.63175 -17.58877
B 11.21072 -27.82513 -11.15823
F 11.39941 -28.96048 -10.48321
F 11.95978 -26.74159 -10.67812
F 11.45952 -28.10895 -12.46187
F 9.96523 -27.44496 -10.91178
B 19.50577 -31.55685 -12.68569
F 20.77395 -32.15773 -12.38147
F 19.55771 -30.22750 -12.18798
F 19.21377 -31.50075 -14.03885
F 18.54998 -32.25733 -11.97466
B 14.70625 -20.69627 -11.36599
F 15.56799 -21.75720 -11.14388
F 13.73610 -21.02502 -12.22639
F 14.22494 -20.26341 -10.18099
F 15.36716 -19.57435 -11.86834
B 18.45453 -29.63077 -20.65779
F 19.78222 -29.66177 -20.25527
F 18.48445 -30.17950 -21.95695
F 17.76799 -30.55095 -19.91734
F 17.98540 -28.36146 -20.65103
B 20.17345 -25.21717 -11.68410
F 19.92173 -26.35586 -12.39563
F 20.33261 -24.14744 -12.55346
F 19.10600 -24.98319 -10.86078
F 21.34519 -25.30500 -10.93829
B 23.48448 -29.91382 -16.67111
F 24.70711 -29.54508 -16.16278
F 23.57307 -31.19280 -17.14495
F 22.56137 -29.87481 -15.61948
F 23.17256 -29.02546 -17.72631
*
```

Atomic partial charges in e from the Mulliken method, atoms 1 to 8: -0.984, 1.505, -0.357, -0.418, 0.773, -0.200, -0.600, 0.679